The following is a quantum chemistry calculation of a molecular structure, C17H18N8O3RhS in a non-equilibrium geometry, from OMol25.

Computed properties:
molecular weight = 517.36 g/mol
gap between HOMO and LUMO (alpha / beta) = 6.94 / 7.38 eV
HOMO energy (alpha / beta) = -6.911 / -7.356 eV
multiplicity = 2
LUMO level (alpha / beta) = 0.03 / 0.02 eV
DFT total energy = -49826.438 eV
ΔE to the lowest compared entry with this formula, charge and spin = 57.4 kJ/mol

```
48
Properties=species:S:1:pos:R:3:forces:R:3:mulliken_spin:R:1
Rh -1.31501 -2.17668 -0.65179 0.22 0.24 -1.09 0.825
O -2.62361 -1.49228 0.71633 -0.20 0.11 0.29 -0.005
N -2.54151 -1.99897 1.95888 0.04 0.20 -0.07 0.001
C -3.37538 -1.42284 2.85620 -0.09 -0.01 0.06 -0.003
C -3.41458 -1.82540 4.15616 0.02 0.00 0.01 -0.001
C -2.56080 -2.86560 4.55417 -0.11 0.04 0.11 -0.001
C -1.71127 -3.41924 3.64408 0.09 0.01 -0.28 -0.007
C -1.66819 -2.98082 2.29387 -0.08 -0.01 0.29 0.009
S -0.58600 -3.62912 1.15794 0.26 -0.30 0.12 0.217
H -3.99098 -0.64063 2.43938 0.00 -0.03 -0.03 0.000
H -4.08841 -1.33735 4.84412 -0.02 -0.04 -0.01 0.000
H -2.57814 -3.22786 5.57367 0.03 0.03 -0.01 0.000
H -1.02662 -4.20938 3.91624 -0.02 -0.01 -0.02 -0.005
N -0.17187 -2.98030 -2.17865 0.14 0.02 0.01 -0.010
N -0.92891 -3.94232 -2.88854 -0.03 -0.05 -0.24 0.005
C -2.21931 -4.25234 -2.36522 0.04 0.10 0.09 -0.001
O -2.74425 -5.27937 -2.73870 -0.02 0.06 -0.06 0.005
O -2.68594 -3.33878 -1.59075 -0.51 -0.30 0.47 0.010
H 0.13313 -2.25115 -2.81547 0.13 -0.08 -0.09 0.003
H 0.63833 -3.41360 -1.74893 0.06 -0.01 -0.05 -0.001
H -0.41337 -4.74186 -3.22188 0.05 0.01 0.03 0.000
C -1.18781 1.19453 0.68151 0.01 0.03 -0.04 0.020
C 0.06775 0.46844 0.35212 0.00 0.03 -0.03 -0.034
N 0.16687 -0.70345 -0.24274 0.05 -0.10 0.64 -0.025
C 1.51525 -0.99753 -0.31383 -0.09 0.02 -0.09 0.009
C 2.23453 0.00884 0.22953 0.01 0.04 0.02 0.001
N 1.30867 0.93635 0.65831 0.02 0.04 -0.11 0.000
C 1.63305 2.24451 1.18395 0.03 -0.08 -0.02 0.000
N 2.42372 3.00044 0.25084 -0.08 0.02 0.07 0.000
N 3.64411 3.45600 0.62275 0.07 -0.01 0.03 0.000
N 4.15751 4.12936 -0.32878 -0.16 -0.02 -0.14 0.000
C 3.26287 4.13386 -1.38769 0.23 0.16 0.07 0.000
C 3.34860 4.73804 -2.64661 0.05 0.00 0.02 0.000
C 2.28888 4.55894 -3.49998 -0.12 -0.07 0.00 0.000
C 1.16158 3.78911 -3.12538 0.08 0.11 -0.09 0.000
C 1.06062 3.19770 -1.89011 0.08 0.00 0.13 0.001
C 2.14093 3.40450 -1.01990 -0.19 -0.15 -0.06 0.000
H -2.03278 0.58648 0.37417 -0.01 -0.02 -0.01 -0.015
H -1.23507 2.16515 0.18217 0.00 -0.01 0.01 0.004
H -1.26892 1.36235 1.75740 -0.01 -0.01 0.00 0.000
H 1.87275 -1.91612 -0.74337 0.03 -0.01 0.08 0.000
H 3.29290 0.15699 0.35663 -0.01 0.01 -0.02 0.000
H 2.22998 2.15944 2.08934 0.01 0.02 0.02 0.000
H 0.70263 2.75992 1.41158 -0.02 0.01 0.00 0.000
H 4.21671 5.32017 -2.92412 0.00 -0.02 0.01 0.000
H 2.31162 5.00850 -4.48345 -0.01 -0.01 0.00 0.000
H 0.35402 3.66514 -3.83511 0.01 0.00 -0.01 0.000
H 0.20174 2.59819 -1.62030 0.00 0.02 0.01 0.000
```
Positions in Å, forces in eV/Å.